No. 1
43
Properties=species:S:1:pos:R:3:lowdin_charge:R:1 method="wB97M-V/def2-TZVPD" homo_ev=-4.92 spin_multiplicity=1 homo_lumo_gap_ev=3.2
C -3.152 -0.433 0.848 -0.06
C -3.696 0.505 1.937 -0.13
N -2.764 0.667 3.136 -0.05
C -1.826 1.827 2.976 -0.11
O -1.310 1.901 1.671 0.07
C -0.521 3.001 1.463 -0.71
F 0.658 2.674 1.017 0.23
F -0.339 3.748 2.572 0.15
F -1.065 3.794 0.550 0.20
C -2.095 -0.606 3.567 -0.08
C -0.629 -0.769 3.092 -0.77
O -0.257 -0.781 2.002 0.14
Cl 0.595 -1.010 4.400 0.67
H -3.888 -0.445 0.019 0.11
H -2.213 -0.066 0.400 0.08
H -3.069 -1.488 1.167 0.09
H -3.845 1.508 1.493 0.14
H -4.701 0.186 2.274 0.14
H -3.383 0.934 3.907 0.19
H -1.077 1.819 3.788 0.17
H -2.449 2.734 3.137 0.17
H -2.690 -1.505 3.328 0.15
H -2.062 -0.580 4.675 0.13
F -1.672 -0.968 -1.799 0.02
C -0.369 -1.304 -1.981 -0.29
C 0.555 -0.291 -2.118 -0.02
C 1.889 -0.622 -2.295 -0.06
C 2.278 -1.959 -2.343 -0.10
C 1.330 -2.968 -2.207 -0.11
C -0.007 -2.639 -2.018 -0.05
H 0.233 0.762 -2.083 0.06
H 2.625 0.166 -2.395 0.11
H 3.321 -2.210 -2.487 0.05
H 1.631 -4.007 -2.248 0.10
H -0.763 -3.408 -1.900 0.10
C 5.623 -0.335 -4.349 -0.06
C 5.659 -1.322 -3.258 -0.28
N 5.684 -2.090 -2.414 0.13
H 4.602 -0.222 -4.710 0.08
H 5.980 0.628 -3.987 0.08
H 6.258 -0.667 -5.168 0.08
O 0.778 2.608 -2.145 -0.56
H 0.215 3.220 -1.667 -0.20

No. 2
10
Properties=species:S:1:pos:R:3:lowdin_charge:R:1 method="wB97M-V/def2-TZVPD" homo_ev=-7.98 spin_multiplicity=1 relative_energy_kj_mol=107.5 homo_lumo_gap_ev=8.4
S 2.048 0.870 0.757 0.20
H 2.358 -0.441 0.769 -0.29
N -0.030 -0.508 -1.061 0.05
C -1.003 -0.294 -0.196 -0.32
N -0.916 0.691 0.659 0.00
H 1.002 -0.182 -0.986 0.04
H -0.088 -1.451 -1.570 0.14
H -1.932 -0.954 -0.242 0.15
H -1.758 1.160 1.043 0.11
H 0.319 1.110 0.828 -0.06

No. 3
11
Properties=species:S:1:pos:R:3:lowdin_charge:R:1 method="wB97M-V/def2-TZVPD" homo_ev=-6.15 spin_multiplicity=1 relative_energy_kj_mol=229.0 homo_lumo_gap_ev=5.3
O -1.680 -0.285 -1.362 -0.46
C -0.560 0.398 -0.878 -0.38
H -1.180 0.771 0.018 0.15
C 0.855 0.030 -0.775 -0.05
C 1.234 0.636 0.557 -0.08
C -0.040 -0.121 0.589 -0.46
O -0.928 -0.881 1.353 -0.41
H 1.340 -0.781 -1.321 0.13
H 1.223 1.729 0.693 0.10
H 2.064 0.157 1.093 0.11
Pb -2.328 -1.652 0.034 1.34

No. 4
12
Properties=species:S:1:pos:R:3:lowdin_charge:R:1 method="wB97M-V/def2-TZVPD" homo_ev="-8.35 / -8.35" spin_multiplicity=1 relative_energy_kj_mol=380.1 homo_lumo_gap_ev="7.8 / 7.8"
O -2.089 -0.815 0.702 0.02
C -1.125 -0.327 0.111 -0.54
C -0.600 -0.554 -1.190 0.07
C 1.520 0.108 -0.189 0.01
O 0.853 1.100 0.330 -0.08
C -0.336 0.564 1.039 -0.07
H -0.080 0.208 -1.738 0.03
H -1.136 -1.282 -1.808 0.08
H 1.617 -0.804 0.380 0.10
H 2.309 0.414 -0.878 0.11
H -0.891 1.446 1.342 0.14
H -0.042 -0.058 1.897 0.14

No. 5
109
Properties=species:S:1:pos:R:3:lowdin_charge:R:1 method="wB97M-V/def2-TZVPD" charge=+1 homo_ev=-11.86 spin_multiplicity=1 homo_lumo_gap_ev=8.1
C -3.384 -1.556 2.582 -0.11
C -3.455 -2.225 1.189 -0.25
C -2.955 -3.695 1.133 -0.20
C -1.912 -4.070 2.227 -0.21
C -0.982 -5.163 1.648 -0.22
C 0.062 -5.737 2.637 -0.19
C 0.730 -4.703 3.586 -0.17
C 2.296 -4.642 3.507 -0.17
C 2.700 -3.198 3.102 -0.11
C 2.286 -2.826 1.682 -0.11
C 2.015 -3.808 0.771 -0.07
N 1.644 -3.524 -0.490 -0.35
S 1.282 -4.843 -1.605 0.93
C 1.563 -2.260 -0.908 -0.04
C 1.851 -1.216 -0.042 -0.11
C 1.728 0.200 -0.659 -0.07
C 2.621 0.211 -1.911 -0.18
N 3.745 -0.373 -1.856 0.13
C 2.197 -1.478 1.266 0.01
C 2.476 -0.344 2.246 -0.45
O 3.576 -0.063 2.645 0.18
O 1.371 0.318 2.689 0.15
H -3.592 -2.229 3.418 0.08
H -3.996 -0.646 2.591 0.06
H -2.349 -1.206 2.728 0.06
H -4.509 -2.227 0.875 0.10
H -2.918 -1.602 0.460 0.09
H -3.758 -4.442 1.116 0.11
H -2.416 -3.806 0.176 0.10
H -1.290 -3.171 2.353 0.09
H -2.370 -4.403 3.163 0.13
H -1.635 -6.006 1.362 0.12
H -0.564 -4.780 0.707 0.06
H -0.449 -6.484 3.258 0.11
H 0.818 -6.314 2.078 0.10
H 0.480 -5.006 4.611 0.11
H 0.369 -3.678 3.465 0.09
H 2.713 -4.803 4.507 0.12
H 2.730 -5.390 2.833 0.10
H 2.202 -2.503 3.792 0.13
H 3.783 -3.025 3.184 0.14
H 2.060 -4.866 1.010 0.12
H 0.767 -4.151 -2.648 -0.09
H 1.254 -2.068 -1.933 0.14
H 0.690 0.444 -0.886 0.10
H 2.170 0.896 0.060 0.11
H 2.309 0.676 -2.854 0.12
H 4.206 -0.320 -2.765 0.06
H 0.670 0.174 2.032 0.12
O 1.096 -0.842 -5.161 0.10
C 2.081 -0.660 -5.822 -0.50
O 3.285 -1.212 -5.541 0.01
C 4.278 -0.706 -6.459 -0.15
C 3.493 -0.228 -7.668 -0.15
C 2.183 0.235 -7.037 -0.07
H 4.822 0.104 -5.969 0.13
H 4.978 -1.501 -6.706 0.13
H 4.008 0.545 -8.236 0.12
H 3.300 -1.065 -8.340 0.12
H 2.233 1.274 -6.708 0.14
H 1.336 0.087 -7.701 0.13
O 0.666 2.677 0.152 0.11
C -0.498 2.746 -0.128 -0.46
O -1.282 1.643 -0.282 -0.01
C -2.598 2.043 -0.723 -0.14
C -2.731 3.495 -0.298 -0.14
C -1.297 3.996 -0.401 -0.07
H -2.654 1.919 -1.806 0.13
H -3.346 1.403 -0.258 0.12
H -3.438 4.058 -0.906 0.12
H -3.063 3.551 0.741 0.11
H -1.065 4.355 -1.404 0.12
H -1.082 4.763 0.337 0.13
O -1.261 6.609 -1.961 0.10
C -1.963 7.287 -1.264 -0.49
O -3.292 7.071 -1.124 0.02
C -3.875 8.108 -0.310 -0.15
C -2.720 8.673 0.497 -0.15
C -1.544 8.499 -0.460 -0.07
H -4.326 8.853 -0.969 0.13
H -4.650 7.680 0.322 0.12
H -2.882 9.700 0.818 0.12
H -2.561 8.064 1.390 0.12
H -1.435 9.349 -1.134 0.13
H -0.613 8.311 0.068 0.13
O -4.882 6.046 2.727 0.12
C -5.467 5.003 2.703 -0.48
O -4.836 3.799 2.682 0.01
C -5.806 2.746 2.541 -0.16
C -7.116 3.340 3.031 -0.15
C -6.967 4.807 2.644 -0.07
H -5.851 2.454 1.488 0.12
H -5.494 1.887 3.132 0.12
H -7.993 2.857 2.605 0.12
H -7.179 3.251 4.117 0.12
H -7.308 4.997 1.625 0.13
H -7.472 5.467 3.343 0.13
O 8.688 -3.918 0.007 0.14
C 7.530 -3.824 -0.256 -0.47
O 6.700 -4.902 -0.396 0.03
C 5.410 -4.447 -0.816 -0.18
C 5.312 -3.010 -0.405 -0.18
C 6.758 -2.541 -0.525 -0.06
H 5.335 -4.577 -1.900 0.13
H 4.633 -5.036 -0.325 0.11
H 4.612 -2.437 -1.010 0.08
H 4.986 -2.945 0.637 0.11
H 6.992 -2.196 -1.533 0.13
H 7.003 -1.775 0.204 0.13

No. 6
81
Properties=species:S:1:pos:R:3:lowdin_charge:R:1 method="wB97M-V/def2-TZVPD" charge=+3 homo_ev="-15.41 / -15.42" spin_multiplicity=5 relative_energy_kj_mol=0.0 homo_lumo_gap_ev="5.2 / 2.0"
Mn 0.711 0.387 -0.328 0.15
P 2.407 0.907 1.284 0.76
P -0.215 2.359 -1.188 0.77
P 2.479 -0.174 -1.961 0.80
H -0.704 -4.053 1.078 0.03
C 0.331 -4.412 1.021 -0.08
C 1.267 -4.048 1.915 -0.07
H 1.005 -3.423 2.774 0.04
C 1.903 1.011 3.037 -0.25
C 3.173 2.551 1.007 -0.22
C 3.811 -0.270 1.437 -0.24
C -1.845 2.195 -2.004 -0.24
C -0.514 3.586 0.161 -0.22
C 0.775 3.285 -2.426 -0.23
C 3.096 -1.869 -1.593 -0.22
C 4.032 0.833 -1.993 -0.23
C 2.184 -0.281 -3.765 -0.22
H 0.574 -5.058 0.171 0.05
H 2.308 -4.394 1.830 0.06
H 1.292 0.141 3.314 0.03
H 1.326 1.927 3.206 0.05
H 2.796 1.028 3.675 0.07
H 2.405 3.334 0.985 0.04
H 3.722 2.573 0.058 0.03
H 3.871 2.761 1.828 0.08
H 3.439 -1.303 1.464 0.05
H 4.301 -0.044 2.394 0.07
H 4.546 -0.179 0.629 0.03
H -1.779 1.800 -3.028 0.05
H -2.313 3.187 -2.032 0.08
H -2.487 1.516 -1.429 0.02
H -0.443 4.615 -0.224 0.08
H 0.221 3.467 0.969 0.02
H -1.515 3.439 0.595 0.05
H 0.277 4.235 -2.673 0.07
H 0.878 2.688 -3.342 0.04
H 1.782 3.506 -2.049 0.05
H 3.651 -2.256 -2.459 0.07
H 2.251 -2.540 -1.379 0.04
H 3.755 -1.854 -0.716 0.04
H 4.672 0.453 -2.803 0.08
H 4.603 0.786 -1.059 0.03
H 3.797 1.885 -2.204 0.05
H 3.081 -0.686 -4.254 0.07
H 1.968 0.705 -4.192 0.05
H 1.343 -0.944 -3.986 0.02
C -1.176 -1.494 -2.782 -0.27
C -2.294 -0.866 -3.349 0.08
C -2.648 -1.165 -4.653 0.06
C -1.974 -2.152 -5.364 0.02
C -0.909 -2.833 -4.765 0.06
C -0.507 -2.526 -3.463 0.09
O -0.794 -1.144 -1.491 -0.11
H -0.091 -0.285 -1.548 -0.03
H -2.888 -0.180 -2.741 0.13
H -3.501 -0.633 -5.081 0.16
H -2.294 -2.418 -6.374 0.15
H -0.410 -3.630 -5.316 0.15
H 0.281 -3.107 -2.966 0.15
C -2.483 -0.231 4.759 -0.14
N -2.626 1.073 4.085 -0.14
C -3.892 1.111 3.337 -0.15
N -3.983 0.007 2.358 -0.14
C -3.823 -1.276 3.065 -0.15
N -2.543 -1.353 3.801 -0.13
C -1.382 -1.386 2.905 -0.31
P -1.258 0.141 1.822 1.02
C -1.477 1.389 3.250 -0.30
C -3.043 0.150 1.254 -0.33
H -3.323 -0.333 5.463 0.15
H -1.524 -0.270 5.290 0.14
H -3.974 2.073 2.815 0.13
H -4.705 0.990 4.070 0.15
H -3.868 -2.093 2.336 0.13
H -4.642 -1.366 3.796 0.15
H -0.473 -1.471 3.521 0.08
H -1.435 -2.281 2.266 0.07
H -1.590 2.390 2.810 0.08
H -0.574 1.395 3.875 0.07
H -3.160 -0.684 0.547 0.09
H -3.236 1.092 0.721 0.08

Sequential F_max output: 2.49, 4.49, 4.68, 1.25, 1.73, 3.65 eV Å⁻¹